(1)
106
Properties=species:S:1:pos:R:3:lowdin_charge:R:1 method="wB97M-V/def2-TZVPD" orbital_gap_ev=8.66 homo_energy_ev=-6.330 charge=-1 de_lowest_kj_mol=55.7 spin_multiplicity=1
C 2.07 5.68 -4.05 -0.0742
H 2.88 -2.19 2.60 0.0917
C 3.87 -1.76 2.76 -0.1807
H 2.04 5.15 -3.09 0.0622
H 6.30 1.64 1.00 0.1072
H 0.21 4.38 -5.71 0.1129
N -4.16 -1.92 -1.78 0.0485
H -2.06 -6.74 -2.18 0.0858
H 7.45 1.47 -1.99 0.0831
C -3.79 2.91 4.72 -0.1128
O 6.16 0.04 -1.26 -0.1784
C -3.61 0.48 1.96 -0.2279
H 0.60 0.90 -2.61 0.0843
C 0.75 2.81 -4.31 -0.2343
H -3.49 2.79 5.77 0.0843
H -3.17 -3.54 2.99 0.1163
C 1.10 3.83 -5.40 -0.2072
C -5.30 -3.99 -2.30 -0.0414
O 2.99 3.11 -1.47 -0.2196
H 3.36 -2.55 5.53 0.0728
H -1.00 -1.58 -4.64 0.0755
C 1.67 2.56 -1.44 -0.1864
H -2.63 0.11 2.28 0.1185
C 5.38 1.10 0.77 -0.2048
H -0.77 -0.94 -2.88 0.0702
H -5.87 -3.80 -1.38 0.0669
H 1.16 1.78 2.02 0.0624
O 0.15 3.52 2.55 -0.1078
C -0.34 -1.24 -3.84 -0.1578
H 4.57 1.76 1.09 0.0893
H 0.23 1.80 3.53 0.0882
H -5.12 -4.31 4.65 0.0779
H 2.50 4.86 -0.25 0.0826
H -4.83 3.22 4.74 0.0737
N -4.60 -0.50 2.26 -0.0607
H -4.97 2.08 2.59 0.1216
H 0.01 2.15 -4.75 0.1158
H 5.46 0.27 2.61 0.1046
H 0.96 3.77 3.01 0.0762
H 8.03 -0.21 -1.80 0.0903
H 5.24 1.91 -1.35 0.1151
H 0.91 3.35 -1.44 0.1054
H -6.14 -3.07 3.79 0.0809
H -0.56 1.77 1.92 0.0703
H -3.15 -3.33 -3.92 0.1301
C -5.36 -3.25 4.53 -0.1050
H -5.07 -2.53 1.82 0.0959
H 1.48 2.16 -0.45 0.0998
C -4.20 -1.88 1.93 -0.1840
H -2.49 -2.06 3.31 0.1181
Cl -0.01 -1.46 0.24 0.6208
H -3.30 3.74 4.21 0.0795
H -3.38 -1.47 -1.32 0.0574
C 3.18 4.01 -0.35 -0.0990
O 1.07 -1.86 -0.64 -0.3549
O 3.70 -1.06 4.00 -0.2022
N 1.86 1.96 -3.93 -0.0288
C 3.96 -0.68 1.66 -0.1941
H -3.61 0.61 0.87 0.1262
H 7.88 0.89 -0.43 0.0767
H 2.99 6.25 -4.12 0.0861
H 2.51 -1.03 5.69 0.0816
H -2.99 -5.60 -1.24 0.0777
H 3.24 3.47 0.60 0.0671
H 2.22 0.65 -2.31 0.1084
H 0.35 3.44 -3.52 0.1014
O -3.56 1.68 4.03 -0.1973
H 0.77 -2.47 -2.79 0.0346
H -3.60 -1.84 1.03 0.0886
O -1.20 -2.27 0.05 -0.3893
H -3.26 2.55 2.24 0.1147
H -1.25 -5.20 -1.74 0.0993
C 7.42 0.58 -1.36 -0.1562
H -4.59 -0.60 3.27 0.0821
H 2.04 -2.27 4.50 0.0792
H 4.13 4.50 -0.56 0.0850
C -2.20 -5.68 -1.99 -0.1208
C 2.88 -1.75 4.97 -0.1041
H 1.16 6.27 -4.17 0.0826
H 3.14 0.04 1.72 0.1095
H -5.24 -5.06 -2.47 0.0745
C -3.47 -2.50 3.14 -0.1775
H 4.27 0.48 -0.97 0.1088
H 1.56 3.36 -6.27 0.1201
H 0.04 -0.32 -4.29 0.0488
H -5.72 -3.02 5.53 0.0799
O -2.67 -5.04 -3.12 -0.1807
C 0.27 2.17 2.51 -0.2048
O 0.43 -1.56 1.59 -0.3521
O 2.21 4.70 -5.12 -0.2176
H 4.58 -2.59 2.78 0.1238
H -2.02 -2.99 -2.67 0.1002
O -0.48 -0.16 -0.12 -0.3760
H -4.96 -1.76 -1.19 0.0662
O -4.18 -2.43 4.42 -0.2085
H -3.69 -3.69 -0.96 0.1127
H -5.73 -3.42 -3.13 0.0786
N 5.26 -0.03 1.66 -0.0670
C 5.22 0.99 -0.77 -0.1774
C -2.85 -3.64 -2.92 -0.1934
H 3.82 -1.10 0.67 0.1181
H 2.64 2.58 -3.78 0.0857
C 1.53 1.45 -2.57 -0.1577
C -3.92 1.78 2.64 -0.2046
O 0.69 -2.23 -3.72 -0.1165
C -3.95 -3.32 -1.95 -0.4912

***

(2)
15
Properties=species:S:1:pos:R:3:lowdin_charge:R:1 method="wB97M-V/def2-TZVPD" orbital_gap_ev=10.12 homo_energy_ev=-9.388 smiles="CC=O.NCO" de_lowest_kj_mol=199.7 spin_multiplicity=1
H -2.47 -3.32 -1.18 0.0604
H -1.08 -0.14 -1.89 0.0900
H -0.32 -1.79 -0.70 0.0993
H -2.74 -2.01 -2.15 0.0635
H 2.67 0.81 -0.40 0.0811
C 1.43 1.79 1.22 -0.3216
O -1.60 -0.25 -1.09 -0.0575
C -1.40 -1.57 -0.67 -0.3770
H 1.31 -0.08 0.23 0.0539
H 0.33 1.94 1.11 0.1171
N -2.07 -2.49 -1.57 0.0047
C 2.08 0.65 0.50 -0.0473
O 1.99 2.45 2.05 0.0412
H -1.72 -1.74 0.35 0.1125
H 2.76 0.22 1.22 0.0797

***

(3)
24
Properties=species:S:1:pos:R:3:lowdin_charge:R:1 method="wB97M-V/def2-TZVPD" orbital_gap_ev=8.18 homo_energy_ev=-7.240 smiles="C=C1/C(=C/CC)CNN1C" de_lowest_kj_mol=422.3 spin_multiplicity=1
C 0.85 0.53 -1.15 -0.1222
H -2.15 -0.36 1.42 0.0022
C -2.28 -0.47 0.43 0.0728
H -0.18 0.02 2.30 0.1494
C 0.02 0.43 0.12 -0.1630
C -2.29 -0.53 -2.59 -0.0094
H 2.08 -0.80 3.44 0.1041
C -1.31 0.03 -0.37 -0.2898
C 0.44 0.31 1.37 -0.0661
N -1.33 0.22 -1.74 -0.1603
H 3.45 -0.52 2.51 0.0215
H 2.33 -1.59 1.72 0.0941
H -2.27 -1.46 -2.11 0.0605
H 1.78 1.36 2.58 0.0573
H 1.49 1.35 -1.15 0.1022
C 1.82 0.64 1.89 -0.2468
H -1.84 -0.58 -3.49 0.0357
H -3.35 -0.15 -2.74 0.1118
C 2.45 -0.67 2.35 -0.1156
N -0.11 0.75 -2.23 -0.0273
H -3.10 -0.90 0.06 -0.0013
H 2.60 0.98 1.11 0.1284
H -0.30 1.82 -2.42 0.1579
H 1.19 -0.43 -1.31 0.1041

***

(4)
47
Properties=species:S:1:pos:R:3:lowdin_charge:R:1 method="wB97M-V/def2-TZVPD" orbital_gap_ev="7.49 / 7.55" homo_energy_ev="-19.909 / -19.527" charge=+3 s_squared=0.762 de_lowest_kj_mol=11.2 spin_multiplicity=2
H -2.18 3.02 -0.86 0.1555
H -2.17 -1.10 1.80 0.1065
H 2.55 3.15 0.93 0.1583
C -0.04 1.71 -2.05 -0.1218
C -0.52 3.16 0.52 -0.1286
N 0.62 2.26 0.85 -0.0633
H -3.49 -2.51 0.63 0.1447
H -0.96 3.57 1.42 0.1500
C -1.60 2.38 -0.20 -0.1452
H -0.61 -2.17 -1.40 0.0960
H -0.17 4.00 -0.08 0.1389
C 1.14 0.77 -2.17 -0.1268
H -0.55 1.74 -3.01 0.1573
N -0.97 1.26 -0.97 -0.1650
C -2.57 -2.22 0.13 -0.1799
C -0.43 -3.12 -0.86 -0.1785
H -1.74 0.77 -1.43 0.1375
C -1.56 -3.34 0.16 -0.1625
N 1.05 -2.06 0.83 -0.0875
H -0.58 0.95 2.82 0.0398
Re 0.00 -0.16 0.40 1.5085
N -2.06 -0.95 0.80 -0.0647
H -2.74 -0.23 0.57 0.1006
C -0.03 0.06 2.54 -0.6763
H 1.76 3.28 -0.62 0.1272
H -0.44 -0.81 3.07 0.0375
H 0.61 -2.47 1.65 0.0973
C 2.64 1.36 -0.20 -0.1554
H 1.25 -4.06 0.13 0.1496
H -2.29 1.95 0.52 0.1178
N 1.71 0.40 -0.83 -0.1712
H 0.83 -0.16 -2.65 0.1332
H -1.18 -3.48 1.18 0.1222
H 3.46 1.61 -0.88 0.1558
H 2.29 -0.42 -1.02 0.1265
H 0.28 2.72 -1.85 0.1149
H 1.92 1.22 -2.79 0.1567
H 3.06 0.87 0.68 0.0990
H 2.03 -1.94 1.09 0.1082
H -0.44 -3.90 -1.62 0.1448
H 0.75 2.21 1.86 0.0668
H 1.69 -2.83 -1.05 0.1258
H -2.82 -1.97 -0.91 0.1312
Cl 1.66 0.23 2.99 0.7027
C 0.97 -3.09 -0.27 -0.1888
H -2.10 -4.26 -0.07 0.1432
C 1.92 2.61 0.22 -0.1384